Model w:
This record from the Open Molecules 2025 dataset describes a 2-piece molecular cluster, CH2N2O2 overall. The level of theory is ωB97M-V with the def2-TZVPD basis set.

The geometry in XYZ format:
```
7
Properties=species:S:1:pos:R:3
C -0.66473 -0.93291 -0.16429
N 0.12780 -0.66602 0.91228
N -0.55142 0.45810 0.30125
O -1.26552 -1.63403 -0.88030
O 0.20372 1.44684 -0.41889
H 1.67700 -0.79250 0.05352
H 0.47316 2.12052 0.19644
```

As for the HOMO-LUMO gap (spin up / spin down): 0.3103 / 0.2866 hartree. As for the LUMO energy (spin up / spin down): -1.42 / -1.92 eV. The HOMO energy (spin up / spin down) is -9.9 / -9.7 eV.

=====

Model x:
This record from the Open Molecules 2025 dataset describes a 2-piece molecular cluster, CH2N2O2 overall. The level of theory is ωB97M-V with the def2-TZVPD basis set.

The geometry in XYZ format:
```
7
Properties=species:S:1:pos:R:3
C -1.07400 1.18895 1.06481
N 0.59853 -0.37163 -0.21048
N 1.44886 -1.20517 -0.48470
O -0.12321 0.63550 1.47259
O -0.46120 0.03540 -0.74111
H -1.48887 1.48327 0.18702
H 1.09988 -1.76632 -1.28812
```

As for the HOMO-LUMO gap (spin up / spin down): 0.2697 / 0.3308 hartree. As for the LUMO energy (spin up / spin down): -1.04 / -0.27 eV. The HOMO energy (spin up / spin down) is -8.4 / -9.3 eV.

=====

The structure with the greatest stability is model x.

=====

Model w:
This record from the Open Molecules 2025 dataset describes a 2-piece molecular cluster, CH2N2O2 overall. The level of theory is ωB97M-V with the def2-TZVPD basis set.

The geometry in XYZ format:
```
7
Properties=species:S:1:pos:R:3
C -0.79393 -0.02725 -0.14575
N 0.21206 -0.93715 -0.67308
N 0.19699 1.00836 -0.10030
O -1.95083 -0.06585 0.11385
O 1.14893 0.14011 -0.60703
H 0.58326 -1.81812 -0.10307
H 0.60351 1.69989 1.51538
```

As for the HOMO-LUMO gap (spin up / spin down): 0.2934 / 0.3327 hartree. As for the LUMO energy (spin up / spin down): -1.83 / -1.02 eV. The HOMO energy (spin up / spin down) is -9.8 / -10.1 eV.

=====

Model x:
This record from the Open Molecules 2025 dataset describes a 2-piece molecular cluster, CH2N2O2 overall. The level of theory is ωB97M-V with the def2-TZVPD basis set.

The geometry in XYZ format:
```
7
Properties=species:S:1:pos:R:3
C -0.48953 -0.54406 0.02677
N 0.20832 0.08095 -0.93313
N -0.40594 0.64879 0.88225
O -1.01767 -1.62607 0.08502
O 0.28004 1.32403 -0.16549
H 0.81078 -0.14916 -1.71114
H 0.61399 0.26552 1.81573
```

As for the HOMO-LUMO gap: 0.3629 hartree. As for the LUMO energy: -0.16 eV. The HOMO energy is -10.0 eV.

=====

Model y:
This record from the Open Molecules 2025 dataset describes a 2-piece molecular cluster, CH2N2O2 overall. The level of theory is ωB97M-V with the def2-TZVPD basis set.

The geometry in XYZ format:
```
7
Properties=species:S:1:pos:R:3
C -0.71777 0.48040 0.04528
N 1.57259 -0.07520 -0.35532
N -0.55622 -0.78574 0.04672
O 0.23423 1.28074 -0.06151
O 2.45003 -0.38422 0.27741
H -1.79399 1.04368 0.11935
H -1.18889 -1.55966 -0.07193
```

As for the HOMO-LUMO gap (spin up / spin down): 0.3079 / 0.3083 hartree. As for the LUMO energy (spin up / spin down): -0.83 / -0.82 eV. The HOMO energy (spin up / spin down) is -9.2 / -9.2 eV.

=====

The structure with the greatest stability is model y.

=====

Model w:
This record from the Open Molecules 2025 dataset describes a single BrH4N2OP molecule. The level of theory is ωB97M-V with the def2-TZVPD basis set.

The geometry in XYZ format:
```
9
Properties=species:S:1:pos:R:3
N 0.44677 -1.05759 -1.42158
N 0.56566 1.25616 0.35448
O 0.10164 -1.07904 1.21509
P -0.19637 -0.24813 -0.21144
Br -2.38752 0.14004 -0.15590
H 0.55615 -0.43108 -2.16663
H 0.36929 1.38986 1.36958
H 0.41004 2.04010 -0.16774
H 0.13433 -2.01031 1.18413
```

As for the HOMO-LUMO gap: 0.3642 hartree. As for the LUMO energy: 0.35 eV. The HOMO energy is -9.6 eV.

=====

Model x:
This record from the Open Molecules 2025 dataset describes a 2-piece molecular cluster, BrH4N2OP overall. The level of theory is ωB97M-V with the def2-TZVPD basis set.

The geometry in XYZ format:
```
9
Properties=species:S:1:pos:R:3
N -0.33994 1.84511 0.97128
N 1.35618 -1.34317 -0.18790
O -0.27539 0.85755 -1.37949
P -0.38216 0.49158 0.15430
Br -2.18442 -0.87037 0.05682
H -1.01963 2.00640 1.66459
H 1.95545 -1.08390 0.58327
H 0.71839 -2.09328 0.02604
H 0.17151 0.19007 -1.88889
```

As for the HOMO-LUMO gap (spin up / spin down): 0.2909 / 0.2893 hartree. As for the LUMO energy (spin up / spin down): -1.62 / -1.60 eV. The HOMO energy (spin up / spin down) is -9.5 / -9.5 eV.

=====

The structure with the greatest stability is model w.

=====

Model w:
This record from the Open Molecules 2025 dataset describes C3H8N2 as an isolated structure. The level of theory is ωB97M-V with the def2-TZVPD basis set.

The geometry in XYZ format:
```
13
Properties=species:S:1:pos:R:3
C 0.35545 -0.85300 -1.39334
N -0.45532 -1.94133 -1.45588
N 0.13081 0.31090 -1.82968
H -1.40024 -1.83596 -1.78833
H -0.78571 0.43071 -2.25383
H 0.39629 1.70055 -0.17973
H -0.22944 -2.78275 -0.95302
H 1.31888 -1.03720 -0.92901
H 0.30794 -0.99536 2.78654
C 0.22786 2.06079 0.79821
C 0.00871 2.44976 1.90344
H -0.16486 2.79954 2.87888
H 0.28964 -0.30666 2.41575
```

As for the HOMO-LUMO gap: 0.3897 hartree. As for the LUMO energy: 0.98 eV. The HOMO energy is -9.6 eV.

=====

Model x:
This record from the Open Molecules 2025 dataset describes a 2-piece molecular cluster, C3H8N2 overall. The level of theory is ωB97M-V with the def2-TZVPD basis set.

The geometry in XYZ format:
```
13
Properties=species:S:1:pos:R:3
C 0.79988 2.52172 2.47827
C 0.05663 2.40486 1.38597
H 0.97056 3.50064 2.90832
H 1.21970 1.64531 2.95214
H -0.52627 3.21352 0.95429
H -0.40184 1.45528 1.11553
N 0.44206 -1.34710 -2.13466
C -0.65686 -1.68526 -1.39637
N -0.59319 -1.95908 -0.15073
H 1.02959 -0.58262 -1.84886
H 0.37501 -1.54482 -3.11811
H -1.55429 -2.02188 -1.93462
H -1.50719 -1.93414 0.29038
```

As for the HOMO-LUMO gap: 0.3716 hartree. As for the LUMO energy: 0.98 eV. The HOMO energy is -9.1 eV.

=====

Model y:
This record from the Open Molecules 2025 dataset describes a single C3H8N2 molecule. The level of theory is ωB97M-V with the def2-TZVPD basis set.

The geometry in XYZ format:
```
13
Properties=species:S:1:pos:R:3
C -0.22718 1.97069 -0.51572
C 0.75290 0.82855 0.00593
C 0.06095 -0.50507 0.16606
H 0.42776 2.71039 -0.90709
H -0.80115 2.49020 0.22327
H -0.79688 1.51551 -1.29806
H 1.65532 0.52258 -0.59624
H 1.20076 1.19712 1.02871
H -0.91573 -0.64362 -0.22198
H -1.34448 -2.57659 0.47714
H -0.05426 -3.40295 0.67306
N 0.46090 -1.57443 0.67230
N -0.41890 -2.53240 0.29261
```

As for the HOMO-LUMO gap: 0.3609 hartree. As for the LUMO energy: 1.26 eV. The HOMO energy is -8.6 eV.

=====

The structure with the greatest stability is model x.

=====

Model w:
This record from the Open Molecules 2025 dataset describes a single C4H2O2 molecule. The level of theory is ωB97M-V with the def2-TZVPD basis set.

The geometry in XYZ format:
```
8
Properties=species:S:1:pos:R:3
O -2.49934 -0.04329 1.03003
C -1.86916 -0.31301 0.03281
C -0.61701 0.32397 -0.32430
C 0.55483 0.07730 -0.02693
C 1.92419 0.17682 0.08798
O 2.97514 -0.20368 0.52587
H -2.17063 -1.08849 -0.69554
H 1.70199 1.07037 -0.62993
```

As for the HOMO-LUMO gap: 0.3412 hartree. As for the LUMO energy: -0.92 eV. The HOMO energy is -10.2 eV.

=====

Model x:
This record from the Open Molecules 2025 dataset describes a single C4H2O2 molecule. The level of theory is ωB97M-V with the def2-TZVPD basis set.

The geometry in XYZ format:
```
8
Properties=species:S:1:pos:R:3
C 0.42843 1.03875 0.42049
C 0.06822 -0.32931 0.70712
C 1.25634 -0.82966 0.73234
C -0.88259 0.45054 -0.08604
O 2.23769 -1.32020 1.08887
O -1.03357 -0.03500 -1.35179
H -1.85546 0.87439 0.33694
H -0.21907 0.15049 -1.84793
```

As for the HOMO-LUMO gap: 0.3327 hartree. As for the LUMO energy: -0.63 eV. The HOMO energy is -9.7 eV.

=====

The structure with the greatest stability is model w.

=====

Model w:
This record from the Open Molecules 2025 dataset describes a single C4H2O2 molecule. The level of theory is ωB97M-V with the def2-TZVPD basis set.

The geometry in XYZ format:
```
8
Properties=species:S:1:pos:R:3
C 0.70776 0.35378 0.01857
C 0.16231 -0.88848 -0.00551
C 2.14880 0.27679 0.00733
C 2.55664 -1.17266 0.02458
O 0.96225 -1.90958 -0.01550
O 2.96533 1.17476 -0.01854
H 0.18242 1.29013 0.02354
H -0.89775 -1.12378 -0.02517
```

As for the HOMO-LUMO gap (spin up / spin down): 0.2577 / 0.2574 hartree. As for the LUMO energy (spin up / spin down): -2.86 / -2.87 eV. The HOMO energy (spin up / spin down) is -9.9 / -9.9 eV.

=====

Model x:
This record from the Open Molecules 2025 dataset describes a single C4H2O2 molecule. The level of theory is ωB97M-V with the def2-TZVPD basis set.

The geometry in XYZ format:
```
8
Properties=species:S:1:pos:R:3
O -0.58738 -2.07286 0.43371
C -0.43389 -1.10631 -0.26484
C -0.21086 1.64865 0.52243
O -0.94542 2.43133 0.96773
C 0.80941 0.92952 0.07651
C 0.86045 -0.34188 -0.32130
H -1.27252 -0.62796 -0.81807
H 1.78022 -0.86049 -0.59615
```

As for the HOMO-LUMO gap: 0.3076 hartree. As for the LUMO energy: -1.20 eV. The HOMO energy is -9.6 eV.

=====

Model y:
This record from the Open Molecules 2025 dataset describes a single C4H2O2 molecule. The level of theory is ωB97M-V with the def2-TZVPD basis set.

The geometry in XYZ format:
```
8
Properties=species:S:1:pos:R:3
O 1.17438 1.17724 0.96518
C 0.65316 0.85226 -0.07260
C -0.12413 -1.52883 0.26158
O 0.55484 -2.42798 0.53456
C -1.09514 -0.65034 -0.02117
C -0.83245 0.64408 -0.23845
H 1.22631 0.50151 -0.95732
H -1.55697 1.43205 -0.47177
```

As for the HOMO-LUMO gap: 0.3145 hartree. As for the LUMO energy: -0.97 eV. The HOMO energy is -9.5 eV.

=====

Model z:
This record from the Open Molecules 2025 dataset describes a single C4H2O2 molecule. The level of theory is ωB97M-V with the def2-TZVPD basis set.

The geometry in XYZ format:
```
8
Properties=species:S:1:pos:R:3
O -1.12686 -1.36373 0.96115
C -1.03181 -0.48875 0.14541
C -0.45821 0.90512 0.48278
O -1.00079 1.85581 0.97209
C 0.91061 0.68835 -0.01216
C 1.62265 -0.12697 -0.55627
H -1.11839 -0.62857 -0.95147
H 2.19722 -0.89283 -1.02564
```

As for the HOMO-LUMO gap: 0.3538 hartree. As for the LUMO energy: -0.39 eV. The HOMO energy is -10.0 eV.

=====

The structure with the greatest stability is model x.